299
Properties=species:S:1:pos:R:3:forces:R:3 method="wB97M-V/def2-TZVPD" smiles="CN(C)P(=O)(N(C)C)N(C)C.CN(C)P(=O)(N(C)C)N(C)C.CN(C)P(=O)(N(C)C)N(C)C.CN(C)P(=O)(N(C)C)N(C)C.CN(C)P(=O)(N(C)C)N(C)C.CN(C)P(=O)(N(C)C)N(C)C.CN(C)P(=O)(N(C)C)N(C)C.CC1(C)CCCC(C)(C)N1O.CC1(C)CCCC(C)(C)N1O.CC1(C)CCCC(C)(C)N1O.CO" homo_ev=-8.02 lumo_ev=0.2 homo_lumo_gap_ev=8.26 charge=0 max_force_ev_per_a=4.0
O 20.288368 13.610956 17.094431 0.1234 -0.6334 -0.3848
P 19.250484 14.612705 17.358776 -1.5791 -0.1424 0.7085
N 18.121099 14.957712 16.163660 0.2521 -0.5214 1.8661
C 16.764773 14.413386 15.950260 1.1508 0.0840 -0.2619
C 18.514825 15.752853 15.069945 -0.3724 2.4025 0.3177
N 20.020827 16.047280 17.698978 -1.4102 -0.0965 -0.5766
C 21.367955 15.951924 18.201769 -0.2717 0.9803 1.2938
C 19.283070 17.217892 18.215134 0.3985 -0.6550 -0.6712
N 18.306113 14.114052 18.679213 0.3781 -0.9452 -0.1777
C 17.258740 14.791696 19.380317 0.5656 1.8333 0.7711
C 18.296516 12.682307 19.033659 -0.4270 0.8653 -0.3391
H 16.037928 15.185987 16.196921 -0.1815 -0.2402 0.1961
H 16.625725 13.456814 16.441121 -0.1544 0.1912 0.3952
H 16.637873 14.205024 14.880584 0.1097 -0.0287 0.1110
H 18.625635 15.119498 14.244540 0.1386 -0.5947 -1.8580
H 19.451391 16.302977 15.240505 -0.2747 -0.2434 0.0695
H 17.691604 16.509841 14.933465 0.7676 -0.4181 -0.4659
H 21.963995 16.747322 17.783522 0.1794 0.7642 0.1132
H 21.344670 16.027680 19.326818 0.3564 -0.0933 -0.8575
H 21.876886 15.080377 17.886913 0.0241 -1.1776 -0.1370
H 19.305239 17.130909 19.306299 -0.2487 0.5060 0.0583
H 19.857614 18.069299 17.860052 -0.0765 0.5076 0.3527
H 18.247196 17.335660 17.821557 0.9860 -0.5933 0.3786
H 16.290844 14.658991 18.935573 -0.8142 -0.5762 -0.0762
H 17.228536 14.573061 20.492476 0.1001 -0.1459 -1.2331
H 17.418930 15.874023 19.317949 -0.0239 -0.0649 0.1084
H 18.903030 12.176900 18.296046 -0.0782 -0.5306 0.0036
H 17.225524 12.342385 19.063926 0.9975 -0.0665 -0.0742
H 18.762311 12.603465 20.012295 -0.1166 -0.4419 0.2612
O 17.238615 24.815543 14.788449 1.2507 0.3551 0.6927
P 18.368884 25.400354 15.599423 -2.6199 -0.8100 -1.6736
N 18.690129 26.922512 15.104418 0.2805 1.3079 -1.5227
C 19.230373 27.935964 15.991569 -0.5430 0.3238 -0.1727
C 18.648388 27.233821 13.637352 1.6973 -2.1662 0.3062
N 19.741753 24.559596 15.539934 2.1455 -0.7838 -0.1513
C 21.104291 25.136324 15.405260 -1.3689 -0.3306 -0.0642
C 19.733211 23.103999 15.682642 0.3817 -0.1965 0.0140
N 17.958626 25.464934 17.175618 -0.1023 0.4783 1.3222
C 16.722149 26.135811 17.544820 -1.0073 -0.6696 -0.5768
C 18.938614 25.409535 18.234851 1.4233 0.3794 -0.1902
H 18.885213 28.918180 15.617059 0.4114 -0.3059 0.2276
H 20.333951 27.939254 16.141556 -0.5664 -0.0226 -0.2502
H 18.727098 27.769001 16.938050 0.3483 0.3217 0.3655
H 19.698200 27.422608 13.265477 -0.9120 -0.0886 0.3035
H 18.046003 28.074676 13.359612 -0.5780 0.4637 0.2420
H 18.291753 26.290268 13.134533 0.1645 1.1768 0.3692
H 21.022434 26.168807 15.067472 0.2066 -0.0917 0.2548
H 21.601538 25.017941 16.355525 0.4003 0.4048 0.4511
H 21.694937 24.583543 14.686708 -0.0508 -0.2196 -0.4035
H 20.601422 22.717168 16.277420 -0.6474 0.5149 -0.3674
H 18.815180 22.719652 16.107161 -0.1275 0.3243 0.4255
H 19.752046 22.655937 14.696337 0.3706 -0.2625 -0.2945
H 16.782256 27.215808 17.406192 0.0440 0.2543 0.3767
H 15.899796 25.797790 16.872672 0.6231 0.1819 0.5437
H 16.443522 25.857522 18.577598 0.1584 0.2856 -0.4260
H 18.461642 25.122744 19.174173 0.1291 0.0276 -0.0538
H 19.554016 26.345408 18.360692 -0.8912 -0.3492 0.2088
H 19.724233 24.694611 17.968406 -0.3572 -0.3019 0.2121
O 11.330335 23.560917 22.932586 -0.7090 0.2165 0.0763
P 11.977607 22.251160 22.770979 0.8941 0.5805 1.1155
N 11.192478 20.842731 22.446215 -2.9151 -0.7763 0.6884
C 10.089296 20.470010 23.400821 0.5693 0.2578 0.5122
C 10.621492 20.779516 21.102896 -0.3512 -0.2614 -0.7693
N 12.703484 21.842945 24.268184 0.4760 0.5552 -0.8238
C 13.046740 22.958183 25.185670 -0.4183 -1.1028 -0.0032
C 13.317565 20.530425 24.512929 -1.0718 -0.1335 0.5953
N 12.892916 22.285775 21.407542 0.1703 1.4552 -0.8255
C 13.302239 23.601759 20.782977 0.7377 -1.7682 1.0812
C 13.870995 21.229701 21.251829 -1.4069 -0.0592 -0.8523
H 9.142423 21.030121 23.239404 0.6827 -0.1552 -0.0328
H 10.428068 20.618877 24.429363 -0.0592 0.2978 -0.1192
H 9.877351 19.404017 23.349630 -0.0341 -0.0595 -0.4201
H 10.199415 21.721968 20.711755 0.2347 -0.2082 0.3276
H 9.831107 20.027112 21.041948 -0.0600 0.0757 0.4095
H 11.360063 20.411689 20.421931 0.5995 0.0875 -0.6337
H 12.807469 22.680001 26.197865 -0.1393 -0.4794 0.5642
H 14.074905 23.267331 25.213957 0.8370 -0.0835 -0.4373
H 12.452135 23.826210 25.008892 -0.4773 0.4072 -0.6206
H 14.388351 20.464954 24.391552 0.5754 0.3616 -0.1776
H 13.107860 20.199227 25.555215 0.0021 0.2477 -0.4936
H 12.869670 19.783537 23.839727 0.1384 0.3352 0.2313
H 12.642065 24.406262 21.033930 -0.5734 0.1288 0.2679
H 14.302199 23.822871 21.206454 -0.2138 0.2160 -0.6685
H 13.319696 23.448370 19.704223 0.2685 0.0916 0.0181
H 14.331645 21.239151 20.277997 0.4242 0.2243 -0.2463
H 13.408870 20.269468 21.391073 -0.5325 -0.6079 -0.1659
H 14.513124 21.307505 22.054538 2.3954 0.1246 1.3318
O 11.227573 28.327652 15.279070 0.2027 -0.1415 -0.5974
P 12.375707 27.843887 16.071962 0.3553 -1.7805 -0.9690
N 11.943399 26.376615 16.747135 0.7822 1.1960 0.6954
C 12.723324 25.854195 17.880724 0.7062 0.5282 -0.7470
C 10.558461 25.990255 16.696860 0.1442 -0.0159 0.2955
N 12.835950 29.031777 17.068666 -0.7635 0.1258 -0.0927
C 14.133846 29.095418 17.632595 0.0679 1.7798 0.4851
C 11.832924 29.950636 17.571753 0.4115 0.5392 1.4876
N 13.905144 27.343552 15.513037 -1.1036 -1.2146 -0.0469
C 14.768498 28.340271 14.899385 -0.6867 -1.9751 -0.9322
C 14.030213 25.939838 14.993061 -0.0566 0.4308 0.2259
H 13.738663 26.320164 18.019200 -1.1836 -0.1151 -0.3979
H 12.931950 24.807342 17.748137 -0.0079 -0.7309 -0.1878
H 12.171121 25.956522 18.787578 -0.4225 0.1819 0.9050
H 10.108811 26.241222 15.743563 0.0358 0.1959 0.0016
H 9.985456 26.414504 17.520233 -0.2975 0.0911 0.0813
H 10.570821 24.929648 16.803943 -0.4149 -1.0767 0.1131
H 14.691898 29.904941 17.141649 0.1803 0.0797 0.4700
H 14.011291 29.284663 18.682739 0.3363 0.3436 0.7369
H 14.695264 28.214592 17.523214 0.4797 -1.1606 -0.2359
H 12.137359 31.004339 17.508159 0.2794 -0.2056 -0.1464
H 10.886911 29.889638 17.074372 -0.2687 -0.4215 -0.5093
H 11.662102 29.752272 18.654399 0.0322 0.1030 -0.4552
H 14.810239 28.062551 13.832834 0.5078 0.5671 0.2164
H 14.285309 29.256067 15.029315 -0.5526 1.7397 -0.1895
H 15.726131 28.397721 15.371739 0.9054 -0.2048 0.0923
H 13.215805 25.300294 15.363697 0.5053 0.4316 -0.1461
H 14.991398 25.469666 15.168672 0.3176 0.1952 0.7143
H 14.026984 25.905379 13.922912 -0.4926 0.3566 -1.0104
O 19.693921 20.016825 9.972851 3.0391 -0.2341 -2.5468
P 18.824698 19.681067 11.051660 -2.4126 -0.7123 1.7293
N 17.649238 18.525738 10.680818 -0.4231 0.8126 -0.8050
C 18.001280 17.182955 11.061183 -0.0338 -0.8951 -0.6877
C 17.281960 18.649565 9.261481 -0.1169 -1.7701 -0.5084
N 18.014574 21.003223 11.468382 -1.8945 0.8496 1.1532
C 16.559483 21.215873 11.484528 0.0506 -0.4201 0.1931
C 18.875038 22.062542 11.953495 -2.1156 1.5070 0.7547
N 19.472789 19.129060 12.443485 1.5694 -0.2971 1.6771
C 20.653694 18.253572 12.397713 0.2094 0.5285 1.3385
C 18.989260 19.413108 13.805974 0.1091 0.3077 -0.3952
H 17.160903 16.486878 10.889529 0.4428 0.3448 0.0250
H 18.276731 17.190484 12.099392 -0.0734 -0.3393 0.4429
H 18.851890 16.802680 10.476205 0.0085 -0.0507 0.0451
H 18.045392 18.228763 8.609834 0.6792 0.1354 0.0446
H 17.151777 19.659651 8.933999 -0.3487 0.5986 0.1028
H 16.439054 17.995270 8.972779 -0.2662 0.6100 0.6554
H 16.121380 21.277416 12.520740 0.5188 0.1382 -0.7834
H 16.288548 22.122227 10.908144 0.1563 -0.3424 0.3580
H 16.097101 20.340702 10.991505 0.0862 0.5766 0.2430
H 19.866092 21.710704 12.104455 0.8936 -0.1209 -0.0892
H 18.809084 22.891254 11.240930 0.5277 0.0878 0.0930
H 18.483320 22.474658 12.937360 0.3584 -0.5002 -0.9165
H 21.027919 18.323710 11.389745 0.5835 -0.2622 -0.1664
H 21.413846 18.548680 13.182925 -0.5504 0.3015 -1.0927
H 20.470373 17.217594 12.705753 -0.4886 -0.0943 -0.4362
H 18.251768 20.210693 13.819847 0.1305 0.2213 -0.3108
H 19.817440 19.723685 14.504117 -0.6110 -0.5583 -0.7224
H 18.432558 18.555677 14.163010 0.1821 -0.4022 0.5750
O 17.178560 21.850090 20.849572 -1.8715 0.3929 -0.9510
P 18.239312 21.634287 21.820514 1.9121 0.1812 -0.7962
N 18.317095 20.105150 22.386144 0.0124 -1.4127 0.0739
C 19.267736 19.111758 21.950418 0.4786 -0.0353 -1.4209
C 17.085706 19.492797 22.761523 -1.1836 1.2734 2.2404
N 18.142787 22.584473 23.142141 -0.0721 -0.1350 -0.7284
C 17.868817 24.001480 22.898944 -0.8312 -0.4210 0.2522
C 18.555216 22.205904 24.460120 1.0609 1.5501 0.7606
N 19.681090 21.952390 21.045274 -0.5009 -0.0607 0.9979
C 20.824538 22.210553 21.920661 -0.2364 0.2497 0.4656
C 19.869093 21.681125 19.609658 0.8296 1.9552 1.3048
H 20.229774 19.603325 21.974345 0.5905 -0.4812 0.0413
H 19.103400 18.759103 20.901236 -0.0315 0.3266 0.4957
H 19.224646 18.187955 22.550706 0.1661 0.6699 0.1833
H 16.652207 20.122723 23.550774 -0.2663 0.0759 -0.0396
H 17.309224 18.600855 23.305058 -0.0117 -0.9305 0.0047
H 16.275786 19.377914 22.060636 0.1047 -0.2804 -0.9378
H 17.107067 24.291920 23.622260 0.0478 0.3790 0.0934
H 18.753006 24.614577 23.014531 0.3212 0.1828 0.0853
H 17.425221 24.164845 21.907601 0.2794 -0.2804 0.2180
H 19.349023 22.919348 24.815751 -0.7316 -0.3705 -0.0821
H 17.726920 22.224460 25.147572 -0.4140 0.1806 0.4468
H 19.018786 21.248528 24.554010 0.0707 -0.8089 -0.4967
H 21.127396 23.306223 21.946367 -0.4326 -1.2239 0.2000
H 20.576628 21.782953 22.926075 0.2476 0.9916 -0.5528
H 21.698100 21.629899 21.674074 0.4523 -0.2071 -0.6495
H 20.625564 22.466201 19.342818 -0.6302 -0.9000 -0.6103
H 18.945182 21.757773 19.052318 -0.1126 0.3533 -0.0106
H 20.241250 20.698265 19.495374 0.7653 -1.1172 -0.4685
O 13.855013 12.471576 15.035203 -1.6043 0.6883 0.0567
P 12.554809 13.004897 15.584610 0.0355 -1.8509 -0.4434
N 11.775367 11.715259 16.374425 -0.1785 -0.3906 -0.2595
C 11.973773 10.342123 15.846324 -0.9574 0.8064 1.0781
C 10.678291 11.855752 17.358285 0.4847 -0.6398 -0.8397
N 11.397220 13.668892 14.532879 0.6848 -0.1900 1.0066
C 10.533976 12.863841 13.709036 -1.5265 0.4770 0.5437
C 11.628513 14.929121 13.911143 0.7316 1.4226 -1.7957
N 12.837616 14.128399 16.728204 -0.5538 2.2483 0.1936
C 14.055918 13.913325 17.487083 -1.2704 0.3603 1.1654
C 12.045633 15.345857 17.136206 0.1118 -1.8972 0.7639
H 12.846251 10.405873 15.212989 0.4261 -0.5916 0.1797
H 11.113181 10.082406 15.212522 0.0710 -0.3349 0.1604
H 12.008029 9.644270 16.744342 0.3333 0.5968 -1.3417
H 10.870381 12.805168 17.842749 -0.5528 0.1292 0.3403
H 10.712825 11.016309 18.090962 0.3447 0.6259 -0.3212
H 9.656548 11.769699 16.915794 0.5944 0.4653 0.0736
H 10.239591 11.940298 14.176038 -0.3097 -0.1894 0.5564
H 9.631834 13.493430 13.465356 0.6387 -0.8500 0.2619
H 10.978358 12.567135 12.795463 0.7329 -0.0843 -1.2163
H 11.437016 14.921826 12.810580 -0.0872 -0.4206 0.6484
H 11.070507 15.790346 14.264889 -0.5486 -0.0538 0.4842
H 12.653870 15.264853 13.923435 0.6442 -0.1196 0.4485
H 13.777028 13.626286 18.507006 0.1189 0.0739 0.1105
H 14.607372 13.096227 17.079325 0.5692 -0.1549 -0.3974
H 14.572314 14.864314 17.525439 0.5099 -0.0634 0.0516
H 11.436555 15.113580 18.040895 0.1475 0.0866 -0.6178
H 11.428454 15.654563 16.330107 -0.7343 0.0898 -0.5347
H 12.626546 16.217276 17.420316 0.7918 -0.1781 -0.1653
C 15.525890 18.460116 19.212812 -1.9465 1.0008 -0.8528
C 15.320537 19.170462 17.838271 0.2705 0.6558 -1.1822
C 13.864843 19.251021 17.260587 0.4724 -0.5768 0.8384
C 13.766870 20.128095 15.949112 -0.4032 -0.2390 2.5078
C 14.253491 21.538125 16.242281 0.6108 -0.1176 0.1472
C 15.661249 21.540807 16.781029 1.0085 -0.7024 2.2254
N 15.710610 20.620409 18.020420 -1.3316 -0.5641 -1.1203
O 17.001062 20.632505 18.496618 1.8032 -0.1586 0.5428
C 16.710387 21.291447 15.721624 0.0649 0.1722 -1.0466
C 16.046661 22.901331 17.338711 -2.5988 0.3511 1.5569
C 16.211141 18.396280 16.814164 -0.9276 0.3414 0.3508
H 15.011320 19.067989 19.950461 -0.0671 0.1159 0.3530
H 16.547175 18.381460 19.515888 0.7283 -0.1653 -0.1195
H 15.017500 17.499229 19.211699 0.1505 -0.3329 -0.1101
H 13.564610 18.203781 17.055411 -0.0131 0.4489 -0.1657
H 13.183116 19.587900 18.090687 0.4582 0.1054 -0.8461
H 12.714409 20.166861 15.767149 -0.6930 0.0051 -0.7297
H 14.260861 19.625025 15.144832 0.3444 -0.1199 -0.6018
H 13.609086 22.058997 16.956206 -0.1406 -0.2100 0.1021
H 14.327970 22.181724 15.379512 -0.4203 0.1289 -0.7164
H 16.785547 22.268789 15.189224 0.1985 -0.7851 -0.0643
H 17.687519 21.043023 16.127582 -0.0054 0.0369 0.3328
H 16.480850 20.502670 15.007532 -0.2986 0.0344 -0.1041
H 15.961753 23.620758 16.531567 -0.2148 0.3421 0.1091
H 15.310201 23.109727 18.232458 1.3726 0.0171 -1.6090
H 17.047758 22.951483 17.712770 0.5614 -0.1757 0.2444
H 16.052319 18.685385 15.767561 -0.0269 -0.2539 0.3496
H 16.008465 17.323598 16.952201 0.1029 0.1436 -0.2090
H 17.223188 18.597121 17.096107 0.6499 0.1378 -0.1261
H 16.985968 20.954277 19.429236 -0.3352 0.2030 -0.4272
C 11.617010 16.946572 23.280411 -1.5132 -1.1113 -0.2240
C 12.659175 16.243953 22.429256 1.0074 0.2548 2.2515
C 13.983770 17.026722 22.578320 0.0312 0.6797 0.4608
C 15.238969 16.248883 22.166597 -0.1884 -0.3086 0.7884
C 15.171938 14.952087 22.971816 0.5850 -0.0056 -0.0310
C 13.969932 14.080774 22.748767 -0.4277 0.3720 0.4058
N 12.821279 14.958637 23.118351 0.5472 -1.5930 0.0226
O 11.676697 14.139169 22.907983 -0.6496 0.2023 -0.4619
C 13.934595 13.469550 21.354344 -0.2439 -0.4051 -0.5928
C 13.988919 12.897608 23.759294 0.5810 1.1927 0.4700
C 12.301553 16.203927 20.995670 0.3062 1.0255 -2.0161
H 10.684910 16.408822 22.956046 0.3311 0.6489 0.9461
H 11.442625 17.995143 23.120768 0.3135 0.5354 -0.5580
H 11.837749 16.811584 24.348672 -0.1950 -0.1570 -0.3368
H 13.760723 17.872547 21.916535 0.6045 0.3506 0.2810
H 14.139449 17.414186 23.644270 -0.3988 -0.5468 -1.3278
H 16.139492 16.799407 22.514669 -0.4617 -0.2474 -0.6688
H 15.287246 16.021224 21.090949 0.0823 0.3254 0.2766
H 15.253452 15.174140 24.022070 -0.3595 0.4078 0.6627
H 16.005629 14.308293 22.850274 1.2458 -0.4978 -0.6861
H 13.029739 12.857427 21.211695 0.1727 0.2543 0.1821
H 13.969236 14.156139 20.480412 0.3254 -0.2884 0.8178
H 14.771726 12.757288 21.352106 -0.0279 0.2661 -0.5021
H 14.846915 12.229481 23.751401 0.6748 0.4877 -0.4383
H 13.951613 13.327662 24.782739 -0.4631 -0.4937 -0.5145
H 13.213517 12.224921 23.495995 -1.2778 -0.3742 0.3184
H 13.238752 16.338495 20.446935 -0.1199 -0.2189 -0.3713
H 11.713030 17.093514 20.702328 0.0049 -0.3782 0.2476
H 11.829349 15.327089 20.586031 -0.3785 -0.4129 0.3410
H 11.243934 14.086040 23.761663 0.0011 0.0771 0.2193
C 10.082142 18.711524 16.106648 -0.9116 0.5805 -0.6386
C 9.539474 19.503789 14.859668 0.3202 -0.2480 1.2621
C 9.024422 20.822272 15.466075 -0.9836 -0.1005 -0.3520
C 8.917261 21.951701 14.477965 -0.1371 0.8003 -0.5785
C 10.266175 22.148869 13.789930 -0.3923 -0.5040 -1.2645
C 10.709296 20.876296 13.031427 -0.0403 -1.0363 -0.4711
N 10.664194 19.760061 14.022054 1.1843 1.6439 -0.7014
O 11.267966 18.605052 13.563590 -0.0486 -1.1835 -1.0796
C 9.803403 20.633149 11.785983 -0.1313 0.7387 0.5307
C 12.147269 20.975571 12.469501 -0.1978 0.0134 -0.5971
C 8.425579 18.694389 14.157340 -0.8096 0.3946 -0.6586
H 10.282370 17.689052 15.836335 0.1091 -0.4647 0.0852
H 9.307644 18.780243 16.874035 0.0215 -0.3718 0.0727
H 10.977769 19.185098 16.504253 0.0490 -0.0013 -0.1819
H 8.059801 20.514628 15.866002 -0.3376 0.3948 0.1429
H 9.573924 21.210675 16.309341 0.7416 -0.4269 0.3365
H 8.627078 22.930072 14.893098 0.0933 -0.4513 0.4569
H 8.116544 21.769206 13.762527 0.0838 -0.2095 -0.3073
H 11.009078 22.467248 14.504038 0.4356 -0.0840 0.3361
H 10.197093 22.928385 13.028678 -0.0363 0.1885 0.0774
H 8.752843 20.788736 12.029600 -0.0047 0.0645 -0.2054
H 10.112970 21.325749 10.999237 -0.2101 0.1076 0.0731
H 9.892514 19.654014 11.341704 0.2268 -0.5584 0.0921
H 12.323931 21.944497 11.997997 -0.2458 0.2402 0.2174
H 12.854271 20.853127 13.259916 0.6179 -0.1310 0.5456
H 12.399631 20.261814 11.649067 -0.4794 0.1132 0.8343
H 7.692548 18.374192 14.926850 0.4994 -0.2902 -0.5152
H 8.880136 17.831703 13.592290 -0.6809 0.6315 0.7965
H 7.804819 19.296062 13.408874 1.0203 -0.5911 0.9259
H 10.774484 18.225051 12.783066 0.3216 0.6609 0.8751
C 15.131950 17.118293 12.817473 1.3374 -0.0073 -1.2010
O 15.467957 18.457653 13.193300 0.3588 0.1967 -0.4624
H 15.470270 16.430105 13.597409 -0.3569 -0.0361 0.0655
H 14.072719 16.997804 12.574423 0.0390 0.1765 0.3300
H 15.724620 16.851951 11.894959 -0.9585 0.1530 0.9842
H 16.136134 18.795838 12.554997 -0.6554 -0.4002 0.4558